Below is C29H33CdCl5N6OS as an isolated structure, with properties calculated with the ωB97M-V functional and the def2-TZVPD basis.

Each line ends with the Löwdin charge.
Geometry (Å):
Cd: 0.4213 0.5229 0.9347  1.244
Cl: -1.2103 0.5248 3.7040  0.709
C: 0.2109 -0.4171 3.8806  -0.738
C: 1.0354 -0.5512 2.7676  -0.304
C: 2.2163 -1.2433 2.9847  -0.741
Cl: 3.2957 -1.4234 1.6591  0.695
C: 2.5872 -1.7682 4.2207  -0.717
Cl: 4.1046 -2.5496 4.4341  0.671
C: 1.7105 -1.6505 5.2954  -0.714
Cl: 2.1213 -2.3070 6.8298  0.678
C: 0.5034 -0.9821 5.1194  -0.717
Cl: -0.6024 -0.8650 6.4315  0.671
C: -0.7875 -1.0256 -1.7428  -0.038
C: -1.0414 0.4355 -1.9298  -0.331
C: -1.7178 0.8935 -3.0774  -0.015
C: -1.9144 2.2337 -3.2488  -0.001
C: -1.4395 3.1431 -2.2818  -0.169
C: -1.5590 4.5324 -2.4436  -0.055
C: -1.0671 5.3734 -1.4769  -0.086
C: -0.5002 4.8570 -0.3185  -0.131
C: -0.3949 3.4918 -0.0880  -0.689
S: 0.2366 2.9700 1.4295  0.489
C: -0.8318 2.5937 -1.1144  -0.261
N: -0.6461 1.2654 -0.9913  0.050
H: -0.7419 -1.5368 -2.7016  0.082
H: -1.6038 -1.4464 -1.1551  0.070
H: 0.1448 -1.1774 -1.1948  0.046
H: -2.0711 0.1824 -3.8086  0.111
H: -2.4273 2.6185 -4.1187  0.117
H: -2.0329 4.9150 -3.3340  0.104
H: -1.1320 6.4437 -1.6037  0.103
H: -0.1296 5.5218 0.4455  0.093
C: 4.2890 -1.9261 -3.6996  -0.162
C: 4.1220 -2.3391 -2.2430  -0.199
N: 3.0997 -1.5054 -1.6456  0.042
C: 3.1000 -0.1404 -1.8332  -0.405
N: 2.5328 0.5947 -0.9380  0.022
C: 2.6276 2.0252 -1.1654  -0.244
C: 2.3418 2.3439 -2.6290  -0.154
C: 3.4357 1.6787 -3.4513  -0.165
N: 3.6262 0.3106 -3.0153  -0.053
C: 4.6326 -0.4449 -3.7270  -0.166
H: 3.3463 -2.0853 -4.2258  0.119
H: 5.0768 -2.5001 -4.1879  0.114
H: 5.0873 -2.2466 -1.7200  0.122
H: 3.7979 -3.3815 -2.1729  0.119
H: 2.8651 -1.7528 -0.6926  0.035
H: 3.6388 2.3698 -0.9057  0.124
H: 1.9296 2.5323 -0.4994  0.022
H: 2.3153 3.4201 -2.8031  0.118
H: 1.3707 1.9194 -2.8950  0.104
H: 4.3770 2.2406 -3.3514  0.127
H: 3.1622 1.6689 -4.5155  0.123
H: 5.6208 -0.2749 -3.2721  0.130
H: 4.6699 -0.0749 -4.7555  0.121
C: -4.0754 0.8676 1.9059  -0.051
N: -3.9914 -0.5696 2.0337  -0.093
C: -5.0380 -1.1933 2.8128  -0.164
C: -5.0973 -2.6753 2.4849  -0.149
C: -3.7229 -3.2557 2.7648  -0.165
N: -2.7332 -2.5345 1.9969  -0.081
C: -1.4539 -3.1881 1.8476  -0.034
C: -2.8518 -1.2152 1.6689  -0.532
O: -1.9834 -0.6531 0.9982  -0.110
H: -4.9352 1.1478 1.2911  0.093
H: -3.1611 1.2317 1.4412  0.073
H: -4.1832 1.3222 2.8947  0.089
H: -5.9865 -0.7057 2.5673  0.125
H: -4.8555 -1.0536 3.8881  0.132
H: -5.3291 -2.8044 1.4269  0.123
H: -5.8610 -3.1754 3.0792  0.117
H: -3.6786 -4.3070 2.4683  0.124
H: -3.4940 -3.1948 3.8357  0.130
H: -1.5582 -4.0975 1.2519  0.091
H: -1.0464 -3.4478 2.8286  0.096
H: -0.7656 -2.5053 1.3509  0.067

Properties
LUMO level = 0.25 eV
HOMO energy = -6.9 eV
Electronic energy = -119611.5409 eV
Relative energy (zero: lowest compared OMol25 entry of this formula, charge and spin) = 6.23 kcal/mol


Below is C29H33MnN3O as an isolated structure, with properties calculated with the ωB97M-V functional and the def2-TZVPD basis.

Each line ends with the Mulliken spin population.
Geometry (Å):
Mn: 0.4264 0.1766 -0.0628  3.444
N: 3.0271 -1.6638 2.5532  -0.038
N: 2.3096 2.5165 -2.5127  -0.010
C: -1.8583 0.0909 -0.1473  0.016
C: -1.3550 0.7910 1.0167  -0.114
C: -0.6279 -0.1665 1.7909  0.041
C: 0.0070 0.0716 3.1119  0.484
H: 0.0025 1.1257 3.4011  -0.021
H: 1.2724 -0.1043 3.0343  0.031
H: -0.3611 -0.5758 3.9121  -0.041
C: -0.4610 -1.3746 0.9921  -0.079
C: 0.2429 -2.6043 1.4261  0.023
H: -0.1757 -2.9761 2.3629  0.002
H: 1.2931 -2.4331 1.6419  -0.014
H: 0.2208 -3.3949 0.6759  0.001
C: -1.3004 -1.2219 -0.1721  0.083
C: -1.7893 -2.3531 -0.9947  -0.012
H: -1.0385 -3.1447 -1.0817  -0.002
H: -2.1027 -2.0506 -2.0021  0.004
H: -2.6687 -2.7924 -0.4935  0.002
C: -1.7061 2.1625 1.4672  -0.026
H: -2.5974 2.1274 2.1073  0.003
H: -1.9317 2.8273 0.6235  0.024
H: -0.9001 2.6313 2.0499  -0.004
C: -3.0553 0.5026 -0.9086  0.039
H: -3.1076 0.0056 -1.8868  0.003
H: -3.0985 1.5892 -1.0571  -0.003
H: -3.9494 0.2006 -0.3355  -0.009
C: 4.2329 -2.1700 2.7204  0.025
H: 4.4155 -2.8479 3.5847  0.001
C: 5.2532 -1.8564 1.7995  -0.056
H: 6.2076 -2.3823 1.8612  -0.005
C: 5.0887 -0.9032 0.7949  0.020
H: 5.8347 -0.6741 0.0537  0.001
C: 3.8674 -0.2732 0.7117  0.001
H: 3.5907 0.4876 0.0074  -0.017
C: 2.9481 -0.5738 1.7254  -0.104
C: 1.7453 0.1567 1.8594  0.449
H: 1.6235 1.1615 1.5385  0.005
C: 1.2336 1.7916 -2.3809  -0.100
C: 2.0936 3.7404 -1.9108  0.009
H: 2.8810 4.1766 -1.3202  0.000
C: 0.7597 3.8949 -1.8739  0.002
H: 0.2661 4.8571 -1.8440  0.001
N: 0.0903 2.6877 -2.1843  0.075
C: -1.1661 2.6360 -2.7658  0.008
C: -2.1000 3.7043 -2.6212  -0.002
C: -3.1747 3.7584 -3.5156  0.000
H: -3.8052 4.6247 -3.4940  0.000
C: -3.4620 2.7348 -4.4029  -0.001
C: -4.6417 2.8249 -5.3204  0.000
H: -5.0457 1.8349 -5.5679  0.000
H: -4.3869 3.3182 -6.2710  0.000
H: -5.4401 3.4194 -4.8598  0.000
C: -2.6029 1.6300 -4.4576  -0.002
H: -2.8003 0.8085 -5.1198  0.000
C: -1.4376 1.6026 -3.6883  -0.016
C: -0.5028 0.4662 -3.9010  -0.011
H: 0.5091 0.7912 -4.1665  0.002
H: -0.8671 -0.1351 -4.7350  0.001
H: -0.4676 -0.1975 -3.0298  0.001
C: -2.0464 4.8338 -1.6391  0.001
H: -1.2858 5.5935 -1.8753  0.000
H: -1.9426 4.5169 -0.5881  -0.001
H: -2.9819 5.4111 -1.7297  0.000
O: 1.9823 -0.7592 -2.1786  -0.030
C: 1.5069 0.3131 -1.7152  -0.082

Properties
Expectation value of S² = 6.228
LUMO level (alpha / beta) = 2.58 / 2.57 eV
Total charge = -1
2S+1 = 5
HOMO energy (alpha / beta) = -2.9 / -2.8 eV
Electronic energy = -68438.7231 eV
Relative energy (zero: lowest compared OMol25 entry of this formula, charge and spin) = 76.11 kcal/mol


Below is C29H34As2N2ReS4Sb as an isolated structure, with properties calculated with the ωB97M-V functional and the def2-TZVPD basis.

Each line ends with the Löwdin charge.
Geometry (Å):
Re: -0.6801 0.0905 -0.2399  0.615
N: -1.9196 1.5223 0.8222  -0.087
C: -1.7544 1.3843 2.3347  -0.175
C: -2.4112 0.1117 2.8407  -0.163
C: -1.8697 -1.1875 2.2674  -0.175
N: -2.0822 -1.2473 0.7546  -0.092
H: -1.6706 2.4667 0.5332  0.090
H: -2.9193 1.4599 0.6249  0.123
H: -2.2104 2.2515 2.8072  0.143
H: -0.6928 1.4054 2.5619  0.111
H: -3.4951 0.1635 2.6765  0.137
H: -2.2751 0.0785 3.9227  0.148
H: -2.3868 -2.0325 2.7157  0.142
H: -0.8087 -1.3086 2.4685  0.112
H: -3.0717 -1.0535 0.5958  0.120
H: -1.9551 -2.2044 0.4293  0.080
C: -1.3706 -0.5354 -3.4824  -0.390
C: -0.7007 0.8040 -3.7595  -0.360
As: -0.2869 1.7942 -2.1222  1.232
C: 1.4813 2.4995 -2.3222  -0.409
C: 1.9080 2.7816 -3.6159  -0.083
C: 3.1357 3.4063 -3.7992  -0.025
C: 3.9122 3.7592 -2.7015  -0.021
C: 3.4661 3.4930 -1.4104  -0.043
C: 2.2468 2.8596 -1.2153  -0.163
C: -1.4742 3.2799 -2.0962  -0.416
C: -0.9697 4.5594 -1.8939  -0.079
C: -1.8214 5.6472 -2.0505  -0.022
C: -3.1524 5.4496 -2.3918  -0.013
C: -3.6581 4.1638 -2.5658  -0.036
C: -2.8197 3.0707 -2.4149  -0.125
As: -0.4502 -1.6037 -2.1396  1.209
C: -1.3905 -3.2472 -2.0545  -0.405
C: -2.7817 -3.2038 -1.9459  -0.133
C: -3.4998 -4.3883 -2.0022  -0.031
C: -2.8283 -5.5976 -2.1521  -0.008
C: -1.4422 -5.6317 -2.2445  -0.022
C: -0.7105 -4.4537 -2.1899  -0.080
C: 1.2964 -1.9770 -2.8486  -0.381
C: 2.4399 -2.3918 -2.0080  -0.466
C: 3.6741 -2.7741 -2.7138  -0.432
C: 3.7006 -2.7285 -4.1856  -0.029
C: 2.6448 -2.2958 -4.8746  -0.011
C: 1.4293 -1.9025 -4.1858  -0.047
H: -1.5105 -1.1314 -4.3806  0.102
H: -2.3707 -0.3755 -3.0744  0.067
H: -1.3573 1.4342 -4.3512  0.100
H: 0.2323 0.6923 -4.3026  0.060
H: 1.3029 2.5505 -4.4810  0.109
H: 3.4788 3.6250 -4.8035  0.131
H: 4.8623 4.2580 -2.8532  0.131
H: 4.0541 3.8059 -0.5552  0.125
H: 1.8967 2.6883 -0.2063  0.060
H: 0.0679 4.7189 -1.6366  0.107
H: -1.4380 6.6516 -1.9194  0.132
H: -3.8050 6.3040 -2.5265  0.134
H: -4.6983 4.0195 -2.8341  0.129
H: -3.2166 2.0704 -2.5632  0.097
H: -3.3158 -2.2630 -1.8482  0.096
H: -4.5804 -4.3708 -1.9402  0.130
H: -3.3922 -6.5205 -2.1999  0.135
H: -0.9301 -6.5777 -2.3672  0.131
H: 0.3669 -4.4867 -2.2740  0.103
H: 2.2363 -2.8708 -1.0605  0.116
H: 4.3099 -3.5056 -2.2274  0.075
H: 4.5902 -3.0840 -4.6916  0.143
H: 2.6566 -2.2904 -5.9579  0.139
H: 0.5876 -1.6150 -4.8039  0.112
S: 5.8656 -3.8569 0.2296  0.156
Sb: 6.1912 -1.7701 -0.2130  0.517
S: 1.2805 0.1008 0.3816  0.461
S: 3.8506 -1.1233 -1.8160  0.717
S: 7.0738 0.1871 -0.3050  0.150

Properties
LUMO level = -13.16 eV
Total charge = +4
HOMO energy = -19.0 eV
Electronic energy = -207250.3207 eV